# 1
The following is a DFT calculation (ωB97M-V/def2-TZVPD) of a cluster of 5 separate species, C14H21Br8NO2 in total in a non-equilibrium geometry.

Cartesian coordinates (Å):
Br  -1.3603  -17.4456  -7.6689
C  -0.2394  -18.4160  -8.9524
C  0.2482  -17.2783  -9.8678
Br  1.3579  -18.0571  -11.2990
H  -0.8838  -19.0734  -9.5360
H  0.5462  -18.9968  -8.4690
H  0.8262  -16.5552  -9.2924
H  -0.5236  -16.8498  -10.5072
Br  0.7315  -19.8665  -5.3722
C  2.5171  -20.5832  -5.7693
C  2.5576  -21.7994  -6.6766
Br  2.1007  -21.3707  -8.5944
H  3.0716  -20.7067  -4.8390
H  3.1060  -19.7358  -6.1204
H  1.7603  -22.4524  -6.3217
H  3.6060  -22.0816  -6.7729
Br  9.8888  -17.5591  -3.8261
C  8.0726  -18.6008  -4.0551
C  6.9997  -17.8503  -4.8522
Br  5.2352  -18.6400  -4.3778
H  7.6925  -18.9768  -3.1053
H  8.4283  -19.4410  -4.6514
H  7.1850  -17.9613  -5.9205
H  6.8387  -16.7854  -4.6841
Br  0.3127  -24.7162  -7.6009
C  0.9926  -24.8121  -9.4341
C  0.6424  -26.1176  -10.0299
Br  0.7698  -26.0505  -12.0584
H  2.0769  -24.7112  -9.4808
H  0.5469  -24.0172  -10.0322
H  -0.3426  -26.4780  -9.7333
H  1.2955  -26.9015  -9.6463
C  -0.7387  -23.5883  -4.2572
C  -1.6439  -24.5508  -4.3712
C  -2.5182  -24.8219  -3.3229
C  -2.4057  -24.1372  -2.1297
C  -1.4955  -23.0079  -2.0347
C  -0.6865  -22.7682  -3.1531
N  -3.1989  -24.4585  -0.9416
O  -4.1896  -25.1652  -1.0819
O  -2.7944  -24.0170  0.1189
H  -0.0659  -23.4405  -5.0890
H  -1.6721  -25.1669  -5.2578
H  -3.0499  -25.7607  -3.2734
H  -1.3030  -22.3997  -1.1633
H  0.0427  -21.9870  -3.3097

Values from the calculation:
**Electronic energy**: -580779.902 eV
**Structure (SMILES)**: O=[N+]([O-])c1ccccc1.BrCCBr.BrCCBr.BrCCBr.BrCCBr
**Max |F|**: 3.15 eV/Å
**HOMO**: -10.1 eV
**LUMO**: -0.47 eV
**Relative energy (zero: lowest compared OMol25 entry of this formula, charge and spin)**: 0.240 eV
**Total charge**: 0
**Frontier orbital gap**: 0.354 Ha

***

# 2
The following is a DFT calculation (ωB97M-V/def2-TZVPD) of a structure of composition C14H21CeClSi in a non-equilibrium geometry.

Cartesian coordinates (Å):
C  0.1052  1.2409  1.1927
C  1.4603  1.7202  1.1529
C  2.3128  0.5919  1.4061
H  1.7914  2.7497  0.9682
C  1.4846  -0.5596  1.6521
C  0.1267  -0.1524  1.5009
H  -0.7423  -0.8046  1.6423
H  -0.7890  1.8493  1.0140
H  3.3963  0.6276  1.4995
H  1.8570  -1.5621  1.9196
Ce  1.2306  0.0823  -1.0665
Cl  -0.8382  1.0977  -2.1965
C  2.3102  0.0695  -3.3610
C  3.1442  -0.7513  -2.5292
C  3.7520  0.0885  -1.5322
H  3.3878  -1.7958  -2.7220
C  3.2769  1.4254  -1.7393
C  2.3843  1.4206  -2.8688
H  1.8520  2.2802  -3.2836
H  1.7732  -0.2634  -4.2546
H  4.5095  -0.2232  -0.8082
H  3.5709  2.3143  -1.1477
C  -0.2170  -5.2932  -0.2009
Si  -1.1166  -3.6906  0.2824
C  -2.9998  -3.8772  0.0457
C  -0.9096  -3.5421  2.1700
C  -0.5050  -2.3364  -0.8457
H  -0.7918  -6.1822  0.1183
H  0.7852  -5.3384  0.2578
H  -0.1185  -5.3180  -1.2993
H  -3.4212  -4.6956  0.6608
H  -3.4736  -2.9159  0.3127
H  -3.1776  -4.0831  -1.0234
H  0.1325  -3.6318  2.5179
H  -1.3228  -2.6009  2.5649
H  -1.4654  -4.3572  2.6688
H  0.2888  -2.4965  -1.6281
H  -1.1045  -1.4484  -1.1783

Values from the calculation:
**Electronic energy**: -48186.843 eV
**Max |F|**: 6.18 eV/Å
**HOMO (spin up / spin down)**: -7.1 / -7.1 eV
**LUMO (spin up / spin down)**: -1.26 / -1.26 eV
**Total charge**: 0
**Frontier orbital gap (spin up / spin down)**: 0.213 / 0.213 Ha

***

# 3
The following is a DFT calculation (ωB97M-V/def2-TZVPD) of a structure of composition C14H21Cl2CrN5OS2 in a non-equilibrium geometry.

Cartesian coordinates (Å):
Cr  -1.0685  0.6900  1.6976
N  -1.7654  -1.5412  5.3377
C  -1.6276  -1.0038  4.1177
S  -1.1119  0.6716  4.0336
N  -1.9011  -1.7227  3.0782
N  -1.7385  -1.1228  1.8593
C  -2.1343  -1.8479  0.8592
C  -2.0574  -1.5215  -0.5308
C  -2.5322  -2.4690  -1.4573
C  -2.4475  -2.2619  -2.8119
C  -1.8819  -1.0771  -3.2890
C  -1.4179  -0.1245  -2.4102
C  -1.5106  -0.3065  -1.0196
O  -1.0938  0.6467  -0.2154
H  -1.4947  -1.0234  6.1524
H  -2.0389  -2.5049  5.4255
H  -2.5449  -2.8181  1.1222
H  -2.9705  -3.3861  -1.0820
H  -2.8164  -3.0101  -3.4990
H  -1.8107  -0.9011  -4.3543
H  -0.9868  0.8036  -2.7660
C  3.3312  -2.2443  -1.1267
C  1.9541  -1.6105  -0.9804
N  2.0584  -0.1537  -0.9262
C  1.7374  0.6273  0.0901
S  1.2445  -0.0187  1.6184
N  1.8503  1.9463  -0.0468
C  2.1460  2.6718  -1.2759
C  3.6416  2.7803  -1.5630
H  3.2328  -3.3214  -1.2523
H  3.9384  -2.0556  -0.2417
H  3.8518  -1.8471  -1.9997
H  1.4722  -1.9454  -0.0669
H  1.3221  -1.8742  -1.8308
H  2.4461  0.2793  -1.7517
H  1.7946  2.4743  0.8031
H  1.7211  3.6686  -1.1641
H  1.6201  2.1855  -2.1009
H  4.1564  3.2414  -0.7210
H  3.8037  3.4018  -2.4429
H  4.0937  1.8051  -1.7464
Cl  -3.2959  1.7063  1.5744
C  -2.5857  3.3275  1.7071
Cl  -0.8258  3.0921  1.6726
H  -2.8628  3.7616  2.6611
H  -2.8946  3.9327  0.8627

Values from the calculation:
**Electronic energy**: -99488.725 eV
**Max |F|**: 1.66 eV/Å
**HOMO (spin up / spin down)**: -10.5 / -10.5 eV
**LUMO (spin up / spin down)**: -4.24 / -3.55 eV
**Relative energy (zero: lowest compared OMol25 entry of this formula, charge and spin)**: 0.707 eV
**Multiplicity**: 2
**Total charge**: +1
**Frontier orbital gap (spin up / spin down)**: 0.229 / 0.254 Ha

***

# 4
The following is a DFT calculation (ωB97M-V/def2-TZVPD) of a structure of composition C14H21FN4O3PSc in a non-equilibrium geometry.

Cartesian coordinates (Å):
Sc  0.2203  0.8971  -0.4816
C  -3.0317  -0.0012  0.3628
N  -2.0554  0.5474  -0.5704
C  -2.3898  0.5754  -1.8092
C  -1.5247  1.0719  -2.8414
C  -1.8006  1.2703  -4.1887
C  -0.6296  1.7844  -4.7601
C  0.2985  1.8658  -3.7283
N  -0.2210  1.4396  -2.5609
C  -2.7283  -1.3580  0.9594
C  -1.4951  -1.6638  1.5325
C  -1.2807  -2.9116  2.0939
C  -2.2893  -3.8667  2.1067
C  -3.5226  -3.5654  1.5515
C  -3.7358  -2.3164  0.9815
H  -4.0059  -0.0568  -0.1364
H  -3.1289  0.7186  1.1817
H  -3.3777  0.2229  -2.1236
H  -2.7392  1.0689  -4.6826
H  -0.4710  2.0647  -5.7891
H  1.3204  2.2149  -3.7776
H  -0.6989  -0.9368  1.5180
H  -0.3131  -3.1356  2.5262
H  -2.1153  -4.8403  2.5478
H  -4.3180  -4.3002  1.5564
H  -4.7012  -2.0857  0.5447
O  0.0890  2.0262  0.9516
N  1.9481  3.1166  1.9178
C  3.0863  2.1733  2.0372
P  2.6564  0.7445  0.9930
O  1.7594  -0.1766  1.7283
O  2.4255  1.2124  -0.4360
C  4.1055  -0.3823  0.7077
N  3.3566  -1.3271  -0.2189
H  0.9524  2.5884  1.9304
H  1.7925  3.3615  0.9336
H  2.0592  3.9447  2.4958
H  3.2157  1.8058  3.0532
H  3.9885  2.7037  1.7306
H  4.4032  -0.9168  1.6056
H  4.9856  0.0223  0.2142
H  2.9931  -0.7653  -1.0017
H  2.4794  -1.6412  0.2564
H  3.9000  -2.1134  -0.5631
F  0.5383  -1.0799  -0.3492

Values from the calculation:
**Electronic energy**: -59673.216 eV
**Max |F|**: 2.00 eV/Å
**HOMO**: -7.1 eV
**LUMO**: -0.18 eV
**Relative energy (zero: lowest compared OMol25 entry of this formula, charge and spin)**: 2.888 eV
**Total charge**: 0
**Frontier orbital gap**: 0.253 Ha

***

# 5
The following is a DFT calculation (ωB97M-V/def2-TZVPD) of a structure of composition C14H21FeN2O5SSi in a non-equilibrium geometry.

Cartesian coordinates (Å):
Fe  -2.0012  0.1421  -0.4820
O  -0.8769  -0.9001  -1.3951
C  -1.2294  -1.9858  -2.1124
C  -2.3938  -1.6873  -3.0801
N  -3.5043  -1.2098  -2.3155
C  -4.1955  -2.1298  -1.5093
C  -3.8373  -1.9837  0.0081
O  -4.2571  -2.8759  0.7020
O  -3.1701  -0.9780  0.3883
C  -4.2353  -0.1267  -2.8735
C  -3.4532  1.1795  -2.7126
O  -3.5407  1.9784  -3.5990
O  -2.8015  1.3428  -1.6305
H  0.6873  -0.7111  -1.0584
H  -0.3509  -2.3581  -2.6774
H  -1.5300  -2.8017  -1.4406
H  -2.1030  -0.9227  -3.7965
H  -2.6742  -2.5951  -3.6545
H  -5.2727  -1.9573  -1.5821
H  -3.9890  -3.1845  -1.7636
H  -4.4420  -0.2798  -3.9380
H  -5.1681  -0.0374  -2.3294
C  2.1942  3.4081  2.3889
Si  2.6924  1.7042  2.7978
C  4.4287  1.7041  3.4480
C  1.6141  0.8752  4.0320
C  2.6986  0.6679  1.1838
C  3.8839  0.1370  0.6847
C  3.9310  -0.6516  -0.4712
C  2.7608  -0.9658  -1.0802
N  1.5904  -0.4574  -0.5731
C  1.4842  0.3747  0.4832
S  -0.0662  1.0172  0.9790
H  2.4868  4.1017  3.1660
H  1.1157  3.4940  2.2478
H  2.6892  3.7276  1.4600
H  4.4593  2.3081  4.3584
H  5.1495  2.1365  2.7596
H  4.7462  0.7022  3.7291
H  1.7270  1.3230  5.0067
H  1.8467  -0.1760  4.1088
H  0.5720  0.9472  3.7293
H  4.8004  0.3464  1.2205
H  4.8727  -1.0436  -0.8492
H  2.6610  -1.5988  -1.9577

Values from the calculation:
**Electronic energy**: -81178.746 eV
**Max |F|**: 3.28 eV/Å
**HOMO (spin up / spin down)**: -8.5 / -8.7 eV
**LUMO (spin up / spin down)**: -0.50 / -0.95 eV
**Multiplicity**: 6
**Total charge**: 0
**Frontier orbital gap (spin up / spin down)**: 0.296 / 0.283 Ha

***

# 6
The following is a DFT calculation (ωB97M-V/def2-TZVPD) of the ion C14H21N2O3 with charge -1 in a non-equilibrium geometry.

Cartesian coordinates (Å):
C  1.9848  -2.2719  1.8697
O  2.5517  -1.2797  0.9344
C  2.3488  0.0828  1.4516
C  2.9567  1.1851  0.3999
C  2.0505  1.4328  -0.9455
C  2.2750  0.3394  -2.1457
C  1.2358  -0.9280  -2.1390
C  -0.3366  -0.5398  -1.8865
C  -0.8789  -0.9444  -0.3570
C  -2.5039  -1.1899  -0.3466
C  -3.3433  -0.2098  0.6655
C  -2.9974  -0.5804  2.2518
N  -2.8037  -0.5389  3.5327
C  -3.2200  1.3936  0.3409
C  -2.8917  1.7070  -1.2676
N  -2.6968  1.9878  -2.5165
C  -2.2235  2.2194  1.3680
O  -2.7942  2.9757  2.3413
O  -0.7538  2.2520  1.3012
H  1.2036  -3.0020  1.3913
H  2.9040  -2.9410  2.2287
H  1.5935  -1.6746  2.8012
H  3.0108  0.1604  2.4419
H  1.2500  0.3360  1.7685
H  4.1027  0.9741  0.1434
H  2.9700  2.2258  0.9845
H  2.3991  2.4855  -1.3876
H  0.9410  1.5830  -0.6059
H  2.2511  0.8790  -3.1842
H  3.3737  -0.1011  -1.9910
H  1.2873  -1.4041  -3.2326
H  1.5117  -1.7966  -1.4029
H  -0.4588  0.6058  -2.1197
H  -1.0255  -1.1484  -2.6287
H  -0.5009  -0.2096  0.4716
H  -0.3800  -2.0038  -0.1262
H  -2.6954  -2.3164  -0.0069
H  -2.8953  -1.1059  -1.4468
H  -4.4936  -0.4901  0.5347
H  -4.3086  1.8510  0.5141

Values from the calculation:
**Electronic energy**: -23973.191 eV
**Structure (SMILES)**: COCCCCCCCC[C@@H](C#N)[C@H](C#N)C(=O)[O-]
**Max |F|**: 11.65 eV/Å
**HOMO**: -5.0 eV
**LUMO**: 3.00 eV
**Relative energy (zero: lowest compared OMol25 entry of this formula, charge and spin)**: 4.962 eV
**Total charge**: -1
**Frontier orbital gap**: 0.293 Ha

***

# 7
The following is a DFT calculation (ωB97M-V/def2-TZVPD) of a structure of composition C14H21N2O5SSiV in a non-equilibrium geometry.

Cartesian coordinates (Å):
V  0.8441  1.0430  -0.0120
O  1.1111  3.5270  -0.0397
C  2.4467  3.8500  -0.4132
C  3.3592  2.8933  0.3462
N  3.0423  1.4920  0.0420
C  3.4551  1.0437  -1.2768
C  2.1894  0.6497  -2.0970
O  2.1838  -0.1587  -2.9681
O  1.1431  1.2574  -1.6091
C  3.4085  0.6328  1.1536
C  2.2718  0.7376  2.2241
O  2.4224  0.5256  3.3806
O  1.1646  1.0335  1.5944
H  0.5231  4.1963  -0.4155
H  2.6828  4.8752  -0.1035
H  2.5735  3.7628  -1.5015
H  3.1743  3.0526  1.4138
H  4.4128  3.1086  0.1300
H  4.1159  0.1678  -1.2470
H  3.9608  1.8365  -1.8406
H  4.3599  0.9156  1.6215
H  3.4528  -0.4239  0.8572
C  -0.9810  -3.9384  0.0383
Si  -2.5986  -2.9395  0.0161
C  -3.4591  -3.2149  -1.6660
C  -3.4463  -3.1924  1.7171
C  -2.4231  -0.9869  0.0191
C  -3.5296  -0.1586  0.0510
C  -3.4018  1.2313  0.0577
C  -2.1261  1.7606  0.0709
N  -1.0594  0.9707  0.0328
C  -1.1663  -0.3783  -0.0063
S  0.3621  -1.1648  -0.1147
H  -1.1905  -5.0039  0.0516
H  -0.3889  -3.7117  0.9207
H  -0.3879  -3.7353  -0.8494
H  -3.6539  -4.2772  -1.7841
H  -2.8412  -2.8998  -2.5056
H  -4.4076  -2.6881  -1.7325
H  -3.6375  -4.2547  1.8374
H  -4.3947  -2.6667  1.7815
H  -2.8238  -2.8715  2.5504
H  -4.5170  -0.5968  0.0758
H  -4.2721  1.8694  0.0686
H  -1.9537  2.8302  0.1317

Values from the calculation:
**Electronic energy**: -72460.442 eV
**Max |F|**: 4.67 eV/Å
**HOMO**: -15.8 eV
**LUMO**: -10.30 eV
**Relative energy (zero: lowest compared OMol25 entry of this formula, charge and spin)**: 1.861 eV
**Total charge**: +2
**Frontier orbital gap**: 0.203 Ha

***

# 8
The following is a DFT calculation (ωB97M-V/def2-TZVPD) of a structure of composition C14H21N2OPtSTe.

Cartesian coordinates (Å):
Pt  -0.2789  0.8584  0.5309
N  2.0233  0.6020  0.2762
C  2.4012  -0.5064  1.1678
C  1.8599  -0.2132  2.5559
N  0.3949  -0.3034  2.5324
H  2.2699  0.3938  -0.6840
H  2.5337  1.4384  0.5370
H  3.4809  -0.6619  1.2121
H  1.9400  -1.4177  0.7842
H  2.1297  0.8073  2.8356
H  2.3107  -0.8937  3.2817
H  -0.0172  0.0888  3.3696
H  0.0900  -1.2672  2.4595
C  0.6798  4.3525  -0.6783
Te  -0.4271  3.5397  0.9642
C  -2.3114  3.7577  -0.0234
H  0.5807  3.7060  -1.5455
H  1.7243  4.4489  -0.3934
H  0.2722  5.3353  -0.9017
H  -2.5615  4.8144  -0.0677
H  -3.0534  3.2180  0.5595
H  -2.2502  3.3298  -1.0198
C  -11.0685  0.9751  0.1273
C  -9.6124  0.6931  0.3374
O  -8.8639  1.3058  1.0399
S  -9.0845  -0.7176  -0.6822
C  -7.3360  -0.7346  -0.4277
C  -6.5054  -0.6808  -1.5473
C  -5.1396  -0.5803  -1.3885
C  -4.5879  -0.5245  -0.0991
C  -5.4279  -0.6625  1.0161
C  -6.7932  -0.7805  0.8554
C  -3.2150  -0.2455  0.0821
C  -2.0377  0.0703  0.2342
H  -11.5007  1.3860  1.0376
H  -11.6032  0.0804  -0.1856
H  -11.1580  1.7226  -0.6632
H  -6.9526  -0.6934  -2.5325
H  -4.4863  -0.5221  -2.2482
H  -4.9910  -0.6634  2.0056
H  -7.4326  -0.9038  1.7150

Values from the calculation:
**Electronic energy**: -41252.830 eV
**Max |F|**: 0.75 eV/Å
**HOMO (spin up / spin down)**: -10.3 / -10.6 eV
**LUMO (spin up / spin down)**: -2.75 / -5.00 eV
**Relative energy (zero: lowest compared OMol25 entry of this formula, charge and spin)**: 0.000 eV
**Multiplicity**: 3
**Total charge**: +1
**Frontier orbital gap (spin up / spin down)**: 0.278 / 0.204 Ha